{
  "formula": "C3H9NO",
  "method": "wB97M-V/def2-TZVPD",
  "elements": ["C", "C", "H", "H", "H", "H", "N", "C", "O", "H", "H", "H", "H", "H"],
  "xyz": [[-0.42, -0.13, -3.21], [-1.51, 0.35, -2.60], [0.66, 0.34, -2.99], [-0.42, -0.69, -4.18], [-1.27, 1.11, -1.89], [-2.43, -0.19, -2.58], [0.22, -0.95, 2.18], [0.77, 0.37, 2.42], [1.91, 0.84, 1.63], [0.11, -1.58, 2.94], [-0.70, -0.95, 1.75], [-0.10, 0.98, 2.00], [1.07, 0.38, 3.41], [2.13, 0.11, 1.12]],
  "de_lowest_kcal_mol": 68.90,
  "max_force_ev_per_a": 4.08,
  "orbital_gap_ev": 10.70,
  "homo_energy_ev": -9.834
}



{
  "formula": "C3H9NO",
  "method": "wB97M-V/def2-TZVPD",
  "elements": ["C", "C", "C", "N", "H", "H", "H", "H", "H", "H", "H", "H", "H", "O"],
  "xyz": [[-0.45, 1.59, -0.10], [0.00, 0.26, -0.69], [-0.76, -0.84, -0.58], [-0.40, -2.00, -1.31], [-1.48, 1.41, 0.22], [0.21, 1.93, 0.71], [-0.34, 2.21, -1.00], [0.94, 0.35, -1.23], [-1.69, -0.89, -0.02], [-0.41, -2.88, -0.81], [0.49, -1.88, -1.75], [0.59, -0.05, 2.00], [2.03, 0.45, 1.99], [1.27, 0.34, 2.55]],
  "de_lowest_kcal_mol": 31.62,
  "max_force_ev_per_a": 2.16,
  "orbital_gap_ev": 9.32,
  "homo_energy_ev": -8.343
}